A structure of composition C4H6O3Tl at a distorted geometry. Source: the Open Molecules 2025 dataset; level of theory: ωB97M-V/def2-TZVPD.

Geometry as XYZ:
```
14
Properties=species:S:1:pos:R:3
C 0.540 -0.909 1.496
C -0.786 -0.638 2.120
O -1.693 -1.445 2.190
H 1.332 -0.561 2.177
H 0.671 -1.973 1.269
H 0.629 -0.303 0.581
H -0.979 0.426 2.384
O -1.619 1.016 -0.425
Tl -0.832 1.915 -2.444
C -2.826 0.928 -0.459
O -3.690 1.318 -1.291
C -3.231 2.031 -2.596
H -3.758 2.996 -2.496
H -3.812 1.468 -3.345
```

Properties
Energy above the lowest of the compared OMol25 structures with the same formula, charge and spin = 246.8 kJ/mol
HOMO-LUMO gap (spin up / spin down) = 8.130 / 7.119 eV
Spin multiplicity = 2
Energy = -554.0807 Ha
HOMO level (spin up / spin down) = -8.3 / -8.2 eV
<S²> = 0.7541

These are the natural (NBO) partial charges, in e, on atoms 1 to 6:
1. C -0.7237
2. C 0.4398
3. O -0.5278
4. H 0.2278
5. H 0.2321
6. H 0.2436

=====

A structure of composition C24H24AlBrN6O4SSbSe4 at a distorted geometry. Source: the Open Molecules 2025 dataset; level of theory: ωB97M-V/def2-TZVPD.

Geometry as XYZ:
```
66
Properties=species:S:1:pos:R:3
Al 0.249 0.157 -0.126
N -1.733 -0.182 0.509
N -2.476 -1.223 -0.100
C -1.825 -2.028 -0.944
N -2.580 -2.886 -1.615
N -0.489 -1.895 -0.980
N 0.244 -2.771 -1.709
O 1.445 -2.580 -1.704
O -0.265 -3.737 -2.284
H -1.798 -0.270 1.519
H -2.235 0.681 0.263
H -3.403 -0.800 -0.470
H -3.572 -2.704 -1.638
H -2.121 -3.435 -2.320
O 1.992 0.272 -0.806
N 3.109 -0.068 -0.226
C 3.481 0.575 0.890
C 4.659 0.221 1.521
C 5.442 -0.786 0.994
C 5.034 -1.418 -0.155
C 3.843 -1.048 -0.763
H 2.788 1.344 1.214
H 4.937 0.740 2.427
H 6.362 -1.083 1.487
H 5.611 -2.219 -0.596
H 3.411 -1.499 -1.641
O 0.964 -1.097 1.196
S 0.482 -2.323 2.023
C 1.499 -3.587 1.529
C 2.919 -3.424 1.478
C 3.717 -4.533 1.263
C 3.169 -5.805 1.082
C 1.761 -5.955 1.106
C 0.940 -4.876 1.326
C 1.009 -1.960 3.639
C 2.157 -1.192 3.907
C 2.608 -1.072 5.218
C 1.930 -1.679 6.267
C 0.773 -2.429 5.992
C 0.321 -2.576 4.697
H 3.358 -2.442 1.590
H 4.796 -4.405 1.219
H 3.811 -6.661 0.913
H 1.319 -6.932 0.941
H -0.140 -4.996 1.338
H 2.652 -0.680 3.095
H 3.491 -0.473 5.425
H 2.287 -1.577 7.285
H 0.226 -2.895 6.803
H -0.563 -3.171 4.484
Br 0.961 5.354 4.136
C 0.683 3.878 2.948
C 0.626 4.104 1.583
C 0.458 3.010 0.732
C 0.322 1.691 1.203
C 0.358 1.540 2.596
C 0.545 2.608 3.479
H 0.682 5.109 1.184
H 0.398 3.203 -0.337
H 0.255 0.553 3.038
H 0.588 2.449 4.549
Se -3.271 2.478 -4.708
Sb -2.788 2.323 -2.337
Se -0.552 1.020 -2.280
Se -4.615 1.010 -1.197
Se -2.406 4.398 -1.135
```

Properties
Energy above the lowest of the compared OMol25 structures with the same formula, charge and spin = 130.2 kJ/mol
HOMO-LUMO gap (spin up / spin down) = 4.094 / 4.749 eV
Spin multiplicity = 2
Energy = -14619.1118 Ha
HOMO level (spin up / spin down) = -0.6 / -1.3 eV
Total charge = -2
<S²> = 0.7707

These are the natural (NBO) partial charges, in e, on atoms 1 to 6:
1. Al 1.6596
2. N -0.7252
3. N -0.4915
4. C 0.6601
5. N -0.7693
6. N -0.4825

=====

A structure of composition C23H41IrN2P3Se at a distorted geometry. Source: the Open Molecules 2025 dataset; level of theory: ωB97M-V/def2-TZVPD.

Geometry as XYZ:
```
71
Properties=species:S:1:pos:R:3
Ir 0.255 -0.628 0.402
P 1.244 -2.654 -0.200
P 2.274 0.571 0.315
P -1.930 -1.328 -0.020
H -2.429 8.262 -2.510
C -3.402 8.068 -2.067
C -3.713 8.495 -0.845
H -3.007 9.056 -0.239
C 1.635 -2.950 -1.979
C 2.877 -3.061 0.572
C 0.396 -4.258 0.170
C 2.062 2.391 0.445
C 3.679 0.356 1.508
C 3.279 0.463 -1.232
C -3.178 0.017 0.042
C -2.784 -2.614 1.010
C -2.328 -2.058 -1.668
H -4.108 7.506 -2.673
H -4.686 8.300 -0.402
H 2.180 -3.889 -2.126
H 2.227 -2.118 -2.370
H 0.699 -2.978 -2.545
H 3.181 -4.091 0.356
H 2.803 -2.929 1.655
H 3.647 -2.380 0.202
H 1.010 -5.106 -0.156
H -0.565 -4.305 -0.346
H 0.213 -4.345 1.243
H 3.012 2.881 0.685
H 1.326 2.608 1.223
H 1.680 2.771 -0.505
H 4.622 0.590 1.001
H 3.723 -0.673 1.874
H 3.570 1.025 2.362
H 4.219 1.009 -1.099
H 2.712 0.896 -2.058
H 3.513 -0.581 -1.460
H -4.197 -0.384 0.017
H -3.018 0.676 -0.815
H -3.034 0.605 0.952
H -3.771 -2.832 0.587
H -2.914 -2.285 2.043
H -2.195 -3.535 1.012
H -3.312 -2.539 -1.633
H -1.580 -2.806 -1.944
H -2.320 -1.265 -2.417
C -0.725 1.901 -2.190
C -0.950 2.772 -1.115
C -1.563 4.009 -1.320
C -1.963 4.403 -2.597
C -1.742 3.539 -3.673
C -1.131 2.303 -3.475
Se 0.114 0.177 -2.049
H -0.401 0.808 0.867
H -0.639 2.463 -0.121
H -1.727 4.668 -0.470
H -2.440 5.367 -2.753
H -2.047 3.829 -4.676
H -0.964 1.638 -4.319
N -0.462 -6.155 3.690
C -0.031 -5.082 3.642
C 0.505 -3.730 3.578
C 1.776 -3.496 4.029
C 2.300 -2.219 3.886
C 1.604 -1.241 3.139
N 0.472 -1.537 2.442
C -0.163 -2.711 2.858
H 2.343 -4.306 4.465
H 3.302 -2.009 4.230
H 2.036 -0.294 3.032
H -1.071 -3.054 2.532
```

Properties
HOMO-LUMO gap (spin up / spin down) = 4.406 / 3.429 eV
Spin multiplicity = 6
Energy = -4538.5712 Ha
HOMO level (spin up / spin down) = -15.9 / -19.4 eV
Total charge = +4
<S²> = 8.7957

These are the Löwdin partial charges, in e, on atoms 1 to 6:
1. Ir 0.4716
2. P 0.6627
3. P 0.6354
4. P 0.6272
5. H 0.1268
6. C 0.2168

=====

An isolated molecule of C21H27NO3. Source: the Open Molecules 2025 dataset; level of theory: ωB97M-V/def2-TZVPD.

Geometry as XYZ:
```
52
Properties=species:S:1:pos:R:3
C 5.152 3.320 -4.134
C 4.462 2.281 -3.302
C 5.019 1.847 -2.106
C 4.378 0.903 -1.326
C 3.157 0.368 -1.715
C 2.441 -0.625 -0.846
C 1.563 0.066 0.228
O 2.342 0.951 1.009
C 0.907 -1.006 1.115
C -0.044 -0.364 2.121
N -1.082 0.364 1.415
C -2.139 0.834 2.293
C -3.458 1.039 1.520
O -4.505 0.210 1.973
C -4.452 -1.131 1.707
C -5.547 -1.877 2.145
C -5.606 -3.236 1.928
C -4.566 -3.882 1.265
O -4.658 -5.231 1.070
C -3.477 -3.142 0.831
C -3.413 -1.775 1.048
C -0.488 1.451 0.653
C 0.451 0.899 -0.413
C 2.602 0.798 -2.914
C 3.246 1.739 -3.696
H 4.913 4.316 -3.759
H 6.232 3.196 -4.092
H 4.830 3.264 -5.172
H 5.969 2.250 -1.784
H 4.840 0.576 -0.406
H 1.802 -1.265 -1.456
H 3.171 -1.259 -0.334
H 3.065 0.453 1.407
H 0.347 -1.696 0.483
H 1.674 -1.572 1.650
H -0.514 -1.145 2.724
H 0.529 0.300 2.791
H -1.853 1.766 2.807
H -2.319 0.076 3.059
H -3.284 0.879 0.449
H -3.841 2.052 1.667
H -6.347 -1.365 2.655
H -6.450 -3.817 2.264
H -3.877 -5.541 0.597
H -2.662 -3.636 0.318
H -2.544 -1.229 0.716
H -1.288 2.022 0.175
H 0.078 2.132 1.310
H -0.112 0.270 -1.103
H 0.898 1.726 -0.965
H 1.659 0.387 -3.243
H 2.797 2.057 -4.626
```

Properties
Energy above the lowest of the compared OMol25 structures with the same formula, charge and spin = 262.5 kJ/mol
HOMO-LUMO gap = 8.429 eV
Energy = -1096.8868 Ha
HOMO level = -7.8 eV

These are the natural (NBO) partial charges, in e, on atoms 1 to 6:
1. C -0.6251
2. C -0.0195
3. C -0.2114
4. C -0.1830
5. C -0.0440
6. C -0.4330

=====

Question: Which value of energy does entry 2 give?
Answer: -14619.1118 Ha

=====

What did the third record say?
A structure of composition C23H41IrN2P3Se at a distorted geometry. Source: the Open Molecules 2025 dataset; level of theory: ωB97M-V/def2-TZVPD.

Geometry as XYZ:
```
71
Properties=species:S:1:pos:R:3
Ir 0.255 -0.628 0.402
P 1.244 -2.654 -0.200
P 2.274 0.571 0.315
P -1.930 -1.328 -0.020
H -2.429 8.262 -2.510
C -3.402 8.068 -2.067
C -3.713 8.495 -0.845
H -3.007 9.056 -0.239
C 1.635 -2.950 -1.979
C 2.877 -3.061 0.572
C 0.396 -4.258 0.170
C 2.062 2.391 0.445
C 3.679 0.356 1.508
C 3.279 0.463 -1.232
C -3.178 0.017 0.042
C -2.784 -2.614 1.010
C -2.328 -2.058 -1.668
H -4.108 7.506 -2.673
H -4.686 8.300 -0.402
H 2.180 -3.889 -2.126
H 2.227 -2.118 -2.370
H 0.699 -2.978 -2.545
H 3.181 -4.091 0.356
H 2.803 -2.929 1.655
H 3.647 -2.380 0.202
H 1.010 -5.106 -0.156
H -0.565 -4.305 -0.346
H 0.213 -4.345 1.243
H 3.012 2.881 0.685
H 1.326 2.608 1.223
H 1.680 2.771 -0.505
H 4.622 0.590 1.001
H 3.723 -0.673 1.874
H 3.570 1.025 2.362
H 4.219 1.009 -1.099
H 2.712 0.896 -2.058
H 3.513 -0.581 -1.460
H -4.197 -0.384 0.017
H -3.018 0.676 -0.815
H -3.034 0.605 0.952
H -3.771 -2.832 0.587
H -2.914 -2.285 2.043
H -2.195 -3.535 1.012
H -3.312 -2.539 -1.633
H -1.580 -2.806 -1.944
H -2.320 -1.265 -2.417
C -0.725 1.901 -2.190
C -0.950 2.772 -1.115
C -1.563 4.009 -1.320
C -1.963 4.403 -2.597
C -1.742 3.539 -3.673
C -1.131 2.303 -3.475
Se 0.114 0.177 -2.049
H -0.401 0.808 0.867
H -0.639 2.463 -0.121
H -1.727 4.668 -0.470
H -2.440 5.367 -2.753
H -2.047 3.829 -4.676
H -0.964 1.638 -4.319
N -0.462 -6.155 3.690
C -0.031 -5.082 3.642
C 0.505 -3.730 3.578
C 1.776 -3.496 4.029
C 2.300 -2.219 3.886
C 1.604 -1.241 3.139
N 0.472 -1.537 2.442
C -0.163 -2.711 2.858
H 2.343 -4.306 4.465
H 3.302 -2.009 4.230
H 2.036 -0.294 3.032
H -1.071 -3.054 2.532
```

Properties
HOMO-LUMO gap (spin up / spin down) = 4.406 / 3.429 eV
Spin multiplicity = 6
Energy = -4538.5712 Ha
HOMO level (spin up / spin down) = -15.9 / -19.4 eV
Total charge = +4
<S²> = 8.7957

These are the Löwdin partial charges, in e, on atoms 1 to 6:
1. Ir 0.4716
2. P 0.6627
3. P 0.6354
4. P 0.6272
5. H 0.1268
6. C 0.2168